{"formula": "C33H28ClN2O7P", "method": "ωB97M-V/def2-TZVPD", "species": ["C", "C", "Cl", "C", "O", "C", "O", "N", "C", "N", "P", "O", "H", "H", "H", "H", "H", "H", "H", "H", "H", "H", "H", "H", "O", "C", "C", "C", "C", "C", "C", "C", "C", "O", "C", "C", "C", "C", "C", "C", "H", "H", "H", "H", "H", "H", "H", "H", "O", "C", "C", "C", "C", "C", "C", "C", "C", "O", "C", "C", "C", "C", "C", "C", "H", "H", "H", "H", "H", "H", "H", "H"], "coordinates": [[-5.590, -1.659, 1.309], [-5.222, -2.204, 2.810], [-5.997, -0.968, 4.013], [-3.624, -2.429, 3.099], [-3.043, -3.146, 1.953], [-1.618, -3.456, 2.148], [-1.283, -4.776, 2.186], [-0.482, -2.465, 2.258], [-0.212, -2.028, 3.681], [0.579, -3.179, 4.334], [-0.635, -1.098, 1.125], [-1.999, -0.304, 1.207], [-5.711, -0.494, 1.328], [-4.808, -1.915, 0.477], [-6.612, -2.150, 0.970], [-5.766, -3.234, 3.056], [-3.159, -1.359, 3.293], [-3.440, -3.033, 4.112], [0.411, -1.024, 3.765], [-1.178, -1.891, 4.341], [1.007, -2.869, 5.234], [-0.131, -3.950, 4.482], [0.437, -0.153, 1.451], [-0.529, -1.613, -0.225], [3.322, 0.469, 1.993], [4.330, 1.164, 2.044], [4.333, 2.423, 2.815], [3.181, 2.814, 3.510], [3.189, 3.982, 4.273], [4.343, 4.761, 4.346], [5.487, 4.383, 3.641], [5.479, 3.215, 2.869], [6.688, 2.832, 2.111], [7.677, 3.556, 2.114], [6.691, 1.563, 1.357], [7.845, 1.173, 0.664], [7.869, -0.041, -0.024], [6.745, -0.867, -0.023], [5.589, -0.472, 0.655], [5.560, 0.748, 1.342], [2.278, 2.208, 3.462], [2.295, 4.282, 4.816], [4.354, 5.665, 4.951], [6.383, 4.998, 3.698], [8.728, 1.810, 0.663], [8.767, -0.345, -0.558], [6.767, -1.817, -0.551], [4.715, -1.121, 0.648], [-5.574, -0.725, -5.092], [-4.430, -0.323, -4.918], [-3.423, -0.444, -5.992], [-3.786, -1.002, -7.224], [-2.851, -1.083, -8.256], [-1.554, -0.606, -8.064], [-1.186, -0.065, -6.831], [-2.120, 0.010, -5.791], [-1.716, 0.568, -4.485], [-0.557, 0.916, -4.291], [-2.727, 0.706, -3.418], [-2.363, 1.267, -2.187], [-3.319, 1.433, -1.185], [-4.639, 1.042, -1.408], [-5.001, 0.469, -2.629], [-4.041, 0.296, -3.635], [-4.798, -1.371, -7.383], [-3.136, -1.513, -9.214], [-0.829, -0.657, -8.873], [-0.170, 0.300, -6.686], [-1.335, 1.580, -2.007], [-3.035, 1.873, -0.231], [-5.387, 1.180, -0.630], [-6.033, 0.163, -2.794]], "lowdin_charge": [-0.145, -0.601, 0.475, -0.222, -0.093, -0.295, 0.012, -0.198, -0.283, -0.020, 0.796, -0.497, 0.066, 0.087, 0.094, 0.123, 0.117, 0.151, 0.136, 0.120, 0.071, 0.073, 0.036, 0.037, 0.071, -0.278, -0.086, 0.003, -0.057, -0.055, 0.009, -0.085, -0.277, 0.099, -0.085, 0.008, -0.055, -0.055, 0.007, -0.086, 0.115, 0.108, 0.109, 0.123, 0.122, 0.109, 0.109, 0.121, 0.095, -0.280, -0.085, 0.006, -0.059, -0.060, 0.004, -0.087, -0.280, 0.091, -0.088, 0.004, -0.063, -0.056, 0.008, -0.089, 0.121, 0.107, 0.107, 0.121, 0.121, 0.103, 0.102, 0.121], "smiles": "C[C@H](Cl)COC(=O)N(CN)[PH2]=O.O=C1c2ccccc2C(=O)c2ccccc21.O=C1c2ccccc2C(=O)c2ccccc21", "lumo_energy_ev": -1.293, "total_energy_ev": -73796.512, "gap_ha": 0.304, "charge": 0}


{"formula": "C33H28O5S2", "method": "ωB97M-V/def2-TZVPD", "species": ["C", "C", "C", "C", "C", "C", "C", "C", "C", "C", "O", "C", "C", "C", "C", "C", "C", "C", "C", "C", "C", "H", "H", "H", "H", "H", "H", "H", "H", "H", "H", "H", "H", "H", "H", "H", "H", "H", "C", "C", "C", "C", "S", "C", "S", "C", "C", "C", "C", "C", "C", "O", "O", "O", "O", "C", "C", "H", "H", "H", "H", "H", "H", "H", "H", "H", "H", "H"], "coordinates": [[-0.708, 3.527, -5.378], [-0.568, 2.445, -4.350], [0.149, 1.279, -4.659], [0.350, 0.301, -3.700], [-0.210, 0.413, -2.390], [-0.048, -0.693, -1.507], [-0.973, -1.170, -0.538], [-2.223, -0.559, -0.240], [-2.996, -0.980, 0.835], [-2.576, -2.071, 1.602], [-3.250, -2.477, 2.748], [-4.594, -2.875, 2.650], [-4.873, -4.242, 2.749], [-6.164, -4.683, 2.461], [-7.167, -3.763, 2.140], [-6.886, -2.394, 2.127], [-5.595, -1.936, 2.403], [-1.395, -2.762, 1.285], [-0.663, -2.361, 0.194], [-0.881, 1.632, -2.075], [-1.101, 2.590, -3.061], [-1.447, 4.265, -5.055], [0.231, 4.070, -5.561], [-1.018, 3.107, -6.341], [0.565, 1.152, -5.662], [0.913, -0.608, -3.937], [0.767, -1.362, -1.765], [-2.594, 0.250, -0.861], [-3.914, -0.457, 1.095], [-4.064, -4.928, 3.007], [-6.373, -5.755, 2.501], [-8.169, -4.119, 1.902], [-7.666, -1.665, 1.904], [-5.353, -0.873, 2.408], [-1.086, -3.604, 1.906], [0.197, -2.958, -0.097], [-1.217, 1.797, -1.050], [-1.678, 3.492, -2.841], [1.695, -0.840, 5.115], [1.694, -1.942, 4.258], [1.851, -1.761, 2.885], [1.992, -0.473, 2.368], [2.298, -0.275, 0.614], [3.931, 0.059, 0.596], [4.932, 0.279, -0.770], [4.500, 1.943, -1.317], [3.439, 2.126, -2.200], [3.016, 3.421, -2.506], [3.667, 4.520, -1.934], [4.733, 4.322, -1.050], [5.155, 3.029, -0.742], [6.277, 0.311, -0.238], [4.578, -0.580, -1.877], [2.082, -1.600, 0.064], [1.488, 0.843, 0.176], [1.982, 0.640, 3.216], [1.852, 0.449, 4.594], [1.580, -0.989, 6.188], [1.581, -2.957, 4.636], [1.855, -2.617, 2.214], [4.455, -0.262, 1.490], [2.953, 1.265, -2.652], [2.179, 3.556, -3.193], [3.341, 5.532, -2.181], [5.246, 5.170, -0.594], [5.980, 2.851, -0.057], [2.072, 1.638, 2.790], [1.871, 1.314, 5.258]], "lowdin_charge": [-0.042, -0.256, -0.025, 0.008, -0.190, 0.099, -0.169, 0.030, 0.028, -0.192, 0.017, -0.239, -0.001, -0.075, -0.087, -0.071, -0.022, 0.034, 0.015, 0.006, -0.017, 0.080, 0.094, 0.089, 0.126, 0.133, 0.128, 0.111, 0.106, 0.124, 0.109, 0.105, 0.108, 0.111, 0.135, 0.122, 0.122, 0.120, -0.085, -0.081, -0.067, -0.279, 0.610, -0.409, 0.597, -0.271, -0.070, -0.082, -0.094, -0.083, -0.059, -0.339, -0.338, -0.368, -0.319, -0.051, -0.076, 0.102, 0.103, 0.108, 0.060, 0.097, 0.089, 0.097, 0.102, 0.114, 0.119, 0.104], "lumo_energy_ev": -2.608, "total_energy_ev": -66578.630, "gap_ha": 0.150, "charge": 0}